1.
{
  "formula": "C21H33ClN2O4PtS",
  "method": "wB97M-V/def2-TZVPD",
  "elements": ["Pt", "C", "C", "C", "C", "C", "C", "C", "C", "C", "C", "C", "C", "C", "C", "C", "C", "C", "H", "H", "H", "H", "H", "H", "H", "H", "H", "H", "H", "H", "H", "H", "H", "H", "H", "H", "H", "H", "H", "H", "H", "H", "H", "H", "H", "H", "H", "S", "C", "N", "C", "C", "C", "N", "H", "H", "H", "H", "O", "Cl", "O", "O", "O"],
  "positions_angstrom": [[0.161, 0.161, -1.112], [-0.085, 0.386, 1.575], [-0.777, -0.659, 0.749], [-1.725, 0.008, -0.111], [-1.211, 1.371, -0.121], [-0.351, 1.603, 1.074], [0.135, 2.960, 1.498], [-1.079, 3.779, 1.964], [1.141, 2.838, 2.640], [0.795, 3.667, 0.307], [-3.001, -0.387, -0.882], [-3.874, -1.354, -0.076], [-3.845, 0.878, -1.112], [-2.714, -0.991, -2.263], [-0.645, -2.116, 1.181], [-1.620, -2.395, 2.339], [0.771, -2.376, 1.722], [-0.869, -3.094, 0.029], [0.616, 0.165, 2.362], [-1.676, 2.182, -0.658], [-1.558, 3.310, 2.825], [-1.824, 3.876, 1.170], [-0.764, 4.784, 2.250], [0.693, 2.350, 3.509], [1.473, 3.831, 2.947], [2.018, 2.265, 2.334], [0.095, 3.787, -0.523], [1.659, 3.105, -0.048], [1.127, 4.663, 0.610], [-4.086, -0.961, 0.920], [-3.423, -2.339, 0.028], [-4.824, -1.487, -0.595], [-4.036, 1.408, -0.177], [-4.805, 0.595, -1.545], [-3.365, 1.565, -1.810], [-2.119, -1.900, -2.204], [-2.167, -0.283, -2.886], [-3.659, -1.234, -2.757], [-1.513, -1.633, 3.114], [-1.377, -3.361, 2.788], [-2.660, -2.420, 2.030], [0.931, -1.901, 2.690], [1.541, -2.023, 1.035], [0.895, -3.451, 1.868], [-1.797, -2.918, -0.507], [-0.888, -4.116, 0.412], [-0.050, -3.012, -0.690], [1.160, 1.344, -2.909], [2.168, -0.016, -2.817], [3.521, 0.109, -2.897], [4.350, -0.940, -2.777], [3.823, -2.186, -2.586], [2.445, -2.252, -2.388], [1.635, -1.216, -2.526], [3.886, 1.053, -2.849], [5.407, -0.724, -2.803], [4.456, -3.051, -2.477], [1.976, -3.185, -2.098], [3.616, 1.618, -0.455], [3.908, 0.396, 0.265], [3.895, 0.628, 1.675], [5.193, -0.104, -0.170], [2.898, -0.600, -0.080]],
  "nbo_charge": [0.67, -0.27, -0.05, 0.01, -0.33, 0.03, -0.09, -0.59, -0.61, -0.60, -0.11, -0.60, -0.60, -0.60, -0.10, -0.60, -0.60, -0.59, 0.24, 0.24, 0.21, 0.20, 0.21, 0.20, 0.21, 0.24, 0.20, 0.24, 0.21, 0.21, 0.21, 0.21, 0.21, 0.21, 0.21, 0.21, 0.22, 0.21, 0.21, 0.21, 0.21, 0.21, 0.24, 0.20, 0.20, 0.21, 0.20, -0.09, 0.28, -0.51, 0.17, -0.33, 0.19, -0.52, 0.47, 0.25, 0.25, 0.22, -0.88, 2.55, -0.83, -0.87, -0.92],
  "energy_ev": -60079.626,
  "homo_ev": -7.58,
  "gap_ev": 6.567
}

2.
{
  "formula": "C21H33F2NO17S",
  "method": "wB97M-V/def2-TZVPD",
  "elements": ["C", "N", "F", "S", "O", "O", "F", "H", "H", "H", "C", "C", "C", "O", "C", "O", "O", "H", "H", "H", "H", "H", "H", "C", "C", "C", "O", "C", "O", "O", "H", "H", "H", "H", "H", "H", "C", "C", "C", "O", "C", "O", "O", "H", "H", "H", "H", "H", "H", "C", "C", "C", "O", "C", "O", "O", "H", "H", "H", "H", "H", "H", "C", "C", "C", "O", "C", "O", "O", "H", "H", "H", "H", "H", "H"],
  "positions_angstrom": [[-2.675, -1.498, 2.678], [-3.700, -0.633, 2.114], [-3.586, 0.656, 2.601], [-5.273, -1.143, 2.269], [-5.366, -2.428, 2.859], [-6.085, -0.150, 2.835], [-5.695, -1.262, 0.805], [-1.768, -1.346, 2.109], [-2.941, -2.545, 2.601], [-2.444, -1.254, 3.712], [-1.124, 0.166, -2.532], [-0.492, 0.788, -1.317], [0.994, 0.558, -1.166], [1.171, 0.642, 0.262], [-0.001, 0.280, 0.831], [-0.155, 0.065, 1.994], [-0.976, 0.184, -0.092], [-0.819, 0.689, -3.431], [-0.841, -0.885, -2.619], [-2.210, 0.207, -2.455], [-0.726, 1.854, -1.269], [1.603, 1.305, -1.668], [1.298, -0.439, -1.490], [2.682, 2.202, 3.378], [3.989, 2.411, 2.665], [4.960, 1.255, 2.733], [6.227, 1.919, 2.591], [6.077, 3.178, 3.057], [6.970, 3.947, 3.235], [4.775, 3.455, 3.283], [2.067, 1.480, 2.842], [2.841, 1.840, 4.395], [2.133, 3.140, 3.454], [3.812, 2.709, 1.628], [4.824, 0.524, 1.941], [4.942, 0.751, 3.702], [-6.794, -4.530, 1.052], [-6.576, -6.012, 0.902], [-6.610, -6.808, 2.187], [-5.770, -7.927, 1.867], [-4.889, -7.519, 0.920], [-3.944, -8.142, 0.561], [-5.239, -6.299, 0.442], [-7.832, -4.313, 1.304], [-6.150, -4.105, 1.814], [-6.548, -4.023, 0.118], [-7.271, -6.432, 0.169], [-7.604, -7.146, 2.464], [-6.161, -6.267, 3.023], [-2.139, -4.434, -6.221], [-1.384, -3.156, -6.476], [-0.079, -3.009, -5.725], [0.047, -1.582, -5.623], [-1.205, -1.061, -5.650], [-1.467, 0.072, -5.404], [-2.108, -2.011, -5.982], [-1.625, -5.277, -6.681], [-2.238, -4.622, -5.152], [-3.145, -4.370, -6.635], [-1.232, -3.010, -7.549], [0.776, -3.429, -6.248], [-0.131, -3.425, -4.716], [7.507, 8.421, 1.711], [6.246, 7.657, 1.403], [6.444, 6.224, 0.971], [5.275, 5.997, 0.161], [4.888, 7.193, -0.345], [4.065, 7.334, -1.190], [5.571, 8.202, 0.249], [7.952, 8.057, 2.637], [8.233, 8.314, 0.904], [7.292, 9.484, 1.818], [5.551, 7.715, 2.245], [6.477, 5.519, 1.795], [7.327, 6.096, 0.341]],
  "lowdin_charge": [-0.05, -0.23, -0.01, 0.59, -0.25, -0.21, -0.10, 0.05, 0.09, 0.11, -0.02, -0.30, -0.08, 0.05, -0.56, 0.14, 0.09, 0.08, 0.09, 0.10, 0.16, 0.14, 0.14, -0.01, -0.32, -0.08, 0.07, -0.57, 0.14, 0.09, 0.07, 0.09, 0.09, 0.16, 0.14, 0.14, -0.02, -0.32, -0.09, 0.06, -0.57, 0.16, 0.08, 0.10, 0.05, 0.09, 0.16, 0.14, 0.14, -0.02, -0.33, -0.09, 0.06, -0.57, 0.15, 0.09, 0.09, 0.09, 0.09, 0.16, 0.14, 0.14, -0.02, -0.32, -0.08, 0.06, -0.57, 0.16, 0.08, 0.09, 0.09, 0.09, 0.16, 0.11, 0.14],
  "smiles": "C[C@@H]1COC(=O)O1.C[C@@H]1COC(=O)O1.C[C@@H]1COC(=O)O1.C[C@@H]1COC(=O)O1.C[C@@H]1COC(=O)O1.CN(F)S(=O)(=O)F",
  "energy_ev": -74878.772,
  "homo_ev": -10.70,
  "gap_ev": 10.911
}

3.
{
  "formula": "C21H33F3N4O3P",
  "method": "wB97M-V/def2-TZVPD",
  "elements": ["C", "C", "C", "N", "C", "N", "C", "O", "C", "C", "C", "C", "C", "C", "C", "C", "C", "C", "N", "C", "C", "P", "N", "H", "H", "H", "H", "H", "H", "H", "H", "H", "H", "H", "H", "H", "H", "H", "H", "H", "H", "H", "H", "H", "H", "H", "H", "H", "H", "H", "H", "C", "C", "O", "C", "O", "C", "F", "F", "F", "H", "H", "H", "H", "H"],
  "positions_angstrom": [[3.092, 3.041, -0.416], [3.166, 1.830, 0.119], [1.952, 0.900, 0.016], [2.442, -0.436, -0.374], [1.668, -1.390, -0.765], [0.277, -1.340, -0.899], [-0.199, -0.455, -1.965], [0.815, -0.292, -2.934], [0.551, 0.795, -3.818], [-0.359, 0.368, -5.007], [-0.476, -1.259, 0.378], [-1.947, -0.927, 0.154], [-2.304, 0.374, 0.393], [-3.598, 0.824, 0.199], [-4.533, -0.089, -0.249], [-4.173, -1.405, -0.492], [-5.261, -2.338, -1.023], [-2.883, -1.847, -0.295], [2.335, -2.612, -1.071], [1.819, -3.682, -0.255], [1.131, -4.741, -0.739], [2.338, -2.993, -2.777], [3.238, -4.235, -3.087], [3.811, 3.832, -0.218], [2.298, 3.258, -1.133], [4.075, 1.460, 0.599], [1.486, 0.920, 1.008], [1.288, 1.359, -0.719], [3.441, -0.622, -0.332], [-1.085, -0.884, -2.453], [-0.444, 0.548, -1.574], [0.087, 1.661, -3.319], [1.529, 1.128, -4.183], [0.282, 0.233, -5.882], [-1.061, 1.177, -5.236], [-0.897, -0.541, -4.727], [-0.443, -2.256, 0.841], [-0.068, -0.545, 1.103], [-1.567, 1.095, 0.722], [-3.813, 1.873, 0.386], [-5.546, 0.267, -0.430], [-6.071, -2.426, -0.292], [-4.802, -3.297, -1.276], [-5.694, -1.882, -1.922], [-2.601, -2.878, -0.499], [2.043, -3.681, 0.815], [0.219, -5.045, -0.225], [1.501, -5.332, -1.585], [1.003, -3.195, -3.181], [2.825, -1.840, -3.429], [3.974, -3.908, -3.709], [1.691, 3.748, 6.075], [0.863, 2.486, 5.955], [-0.233, 2.656, 5.030], [0.072, 2.635, 3.748], [1.168, 2.483, 3.282], [-1.195, 2.798, 2.901], [-1.946, 3.823, 3.303], [-1.952, 1.690, 2.964], [-0.900, 3.012, 1.611], [1.058, 4.592, 6.354], [2.469, 3.623, 6.826], [2.166, 4.004, 5.128], [0.411, 2.250, 6.916], [1.470, 1.628, 5.664]],
  "nbo_charge": [-0.33, -0.22, -0.29, -0.45, 0.85, -0.56, 0.12, -0.57, -0.07, -0.64, -0.22, -0.07, -0.23, -0.18, -0.20, -0.01, -0.63, -0.17, -0.81, -0.04, -0.42, 1.45, -1.28, 0.23, 0.20, 0.21, 0.25, 0.24, 0.45, 0.20, 0.16, 0.17, 0.20, 0.23, 0.22, 0.22, 0.22, 0.19, 0.21, 0.22, 0.22, 0.23, 0.22, 0.23, 0.21, 0.23, 0.23, 0.25, -0.04, -0.03, 0.39, -0.64, -0.08, -0.46, 0.70, -0.57, 0.90, -0.29, -0.31, -0.32, 0.22, 0.23, 0.22, 0.21, 0.20],
  "energy_ev": -51845.795,
  "homo_ev": -11.58,
  "gap_ev": 7.606,
  "total_charge": 1
}

4.
{
  "formula": "C21H33N3O7P2Sn",
  "method": "wB97M-V/def2-TZVPD",
  "elements": ["P", "P", "C", "C", "H", "H", "H", "H", "C", "H", "H", "H", "C", "H", "H", "H", "C", "H", "H", "H", "C", "H", "H", "H", "Sn", "C", "C", "C", "C", "C", "C", "C", "C", "C", "H", "H", "H", "H", "H", "H", "H", "H", "H", "H", "H", "H", "H", "H", "H", "O", "N", "O", "C", "C", "C", "C", "O", "C", "C", "N", "O", "O", "N", "O", "O", "H", "H"],
  "positions_angstrom": [[-2.528, -1.267, -0.037], [0.181, -1.442, 1.724], [-2.561, -2.195, 1.647], [-1.475, -1.704, 2.606], [-2.498, -3.275, 1.444], [-3.575, -2.013, 2.035], [-1.778, -0.760, 3.076], [-1.289, -2.444, 3.395], [0.473, -3.328, 1.734], [1.535, -3.536, 1.533], [-0.136, -3.868, 0.998], [0.238, -3.727, 2.738], [1.445, -1.157, 3.042], [1.975, -2.105, 3.185], [0.973, -0.834, 3.969], [2.179, -0.405, 2.703], [-4.176, -1.822, -0.649], [-4.505, -1.220, -1.506], [-4.885, -1.692, 0.173], [-4.167, -2.877, -0.941], [-3.119, 0.310, 0.708], [-2.407, 0.686, 1.453], [-4.061, 0.051, 1.219], [-3.326, 1.101, -0.024], [0.053, 1.298, 2.188], [-0.227, -2.497, -1.065], [-1.593, -2.877, -1.053], [-2.079, -3.339, -2.436], [-1.872, -2.301, -3.600], [-2.184, -0.925, -3.269], [-2.131, -0.344, -2.007], [-0.712, -0.041, -1.496], [0.265, -1.242, -1.576], [-0.769, 3.274, 1.698], [0.544, -3.237, -0.791], [-1.885, -3.614, -0.292], [-3.128, -3.651, -2.388], [-1.478, -4.229, -2.696], [-0.820, -2.405, -3.960], [-2.518, -2.599, -4.457], [-2.279, -0.272, -4.153], [-2.839, 0.494, -1.916], [-0.696, 0.342, -0.462], [-0.280, 0.793, -2.062], [0.570, -1.348, -2.638], [1.179, -0.975, -1.009], [-0.294, 3.975, 2.408], [-1.853, 3.261, 1.853], [-0.538, 3.588, 0.672], [6.115, 4.774, -2.161], [5.689, 4.963, -0.995], [6.045, 5.917, -0.283], [4.730, 4.024, -0.478], [4.257, 3.031, -1.331], [3.115, 2.367, -0.966], [2.534, 2.379, 0.323], [1.506, 1.609, 0.556], [3.169, 3.284, 1.239], [4.204, 4.144, 0.819], [2.740, 3.359, 2.585], [3.232, 4.195, 3.355], [1.861, 2.504, 3.040], [2.370, 1.591, -1.970], [2.803, 0.428, -2.208], [1.364, 2.117, -2.443], [4.702, 2.839, -2.315], [4.617, 4.869, 1.514]],
  "nbo_charge": [1.46, 0.68, -0.70, -0.71, 0.23, 0.26, 0.23, 0.26, -0.94, 0.25, 0.20, 0.25, -0.94, 0.25, 0.26, 0.26, -0.97, 0.25, 0.25, 0.24, -0.94, 0.23, 0.28, 0.26, 1.41, 0.35, -0.49, -0.39, -0.54, 0.18, -0.47, -0.39, -0.60, -1.22, 0.23, 0.27, 0.25, 0.26, 0.29, 0.30, 0.25, 0.26, 0.23, 0.29, 0.32, 0.32, 0.25, 0.22, 0.24, -0.35, 0.50, -0.33, -0.01, -0.09, -0.03, 0.42, -0.83, -0.03, -0.09, 0.51, -0.25, -0.53, 0.53, -0.38, -0.34, 0.29, 0.29],
  "energy_ev": -65492.402,
  "homo_ev": [-13.52, -13.52],
  "gap_ev": [4.573, 4.574],
  "total_charge": 2
}